# 1
This record from the Open Molecules 2025 dataset describes 20 unconnected molecules or ions with the total composition C12H67N3O20 in a non-equilibrium geometry. The level of theory is wB97M-V/def2-TZVPD.

<S²>   0.755
E_HOMO (spin up / spin down)   -0.396 / -0.395 Ha
Maximum force   3.477 eV/A

Structure (ORCA input):
```
! RIJCOSX wB97M-V def2-TZVPD def2/J DEFGRID3
* xyz 1 2
C 4.54 2.72 3.09
C 4.55 1.90 1.80
C 3.48 0.77 1.90
O 3.72 -0.08 2.97
C 2.78 -1.17 3.11
N 4.37 2.83 0.79
H 4.56 2.01 3.92
H 3.61 3.25 3.33
H 5.34 3.44 3.20
H 5.56 1.48 1.79
H 3.48 0.16 0.99
H 2.52 1.28 1.87
H 2.78 -1.90 2.29
H 1.74 -0.85 3.23
H 3.01 -1.65 4.06
H 3.43 3.16 0.93
H 5.04 3.58 0.94
C -1.47 2.22 -2.48
C -0.71 1.27 -1.52
C -1.56 0.34 -0.59
O -0.63 -0.23 0.29
C -1.31 -0.99 1.31
N 0.27 0.56 -2.27
H -2.14 1.57 -3.02
H -0.85 2.77 -3.20
H -1.94 2.97 -1.84
H -0.12 1.87 -0.83
H -2.19 -0.30 -1.20
H -2.32 0.87 -0.01
H -1.66 -0.27 2.04
H -0.58 -1.64 1.79
H -2.01 -1.68 0.84
H 1.04 1.16 -2.52
H 0.71 -0.10 -1.65
C 2.92 -5.06 3.45
C 1.52 -5.55 3.00
C 0.69 -4.33 2.57
O -0.61 -4.66 2.20
C -1.51 -4.94 3.26
N 1.73 -6.50 1.89
H 3.43 -4.61 2.60
H 3.40 -5.91 3.95
H 3.04 -4.35 4.27
H 1.01 -6.15 3.75
H 1.11 -3.82 1.71
H 0.71 -3.52 3.29
H -1.32 -4.16 4.00
H -1.35 -5.89 3.75
H -2.53 -4.77 2.90
H 2.34 -7.28 2.10
H 0.86 -6.89 1.56
O -1.02 5.16 -0.36
H -1.43 4.45 0.14
H -1.54 5.93 -0.14
O 3.67 -1.63 -2.69
H 3.01 -1.41 -2.03
H 4.50 -1.31 -2.31
O -2.91 3.44 1.00
H -3.55 2.77 0.80
H -3.39 4.08 1.52
O 2.46 0.83 -4.71
H 2.57 -0.06 -4.37
H 2.70 1.40 -3.98
O -3.25 0.80 3.80
H -2.62 0.54 4.47
H -3.11 1.73 3.69
O -5.15 -1.33 2.69
H -5.73 -0.71 3.15
H -4.27 -1.01 2.87
O -1.21 -0.52 -4.50
H -0.71 -0.33 -3.71
H -0.55 -0.78 -5.14
O 3.35 1.90 -1.88
H 3.65 2.32 -1.07
H 2.74 2.52 -2.26
O -4.80 -0.89 -0.60
H -4.91 -1.69 -0.07
H -4.81 -1.20 -1.50
O 1.22 -2.21 -1.18
H 1.54 -3.10 -1.31
H 0.38 -2.32 -0.73
O -1.88 -2.90 -2.96
H -1.90 -2.05 -3.39
H -2.61 -2.89 -2.35
O 1.38 3.99 -2.70
H 1.01 3.95 -3.58
H 0.93 4.74 -2.29
O -1.80 1.87 -6.14
H -1.64 1.16 -5.53
H -2.53 2.36 -5.75
O 0.28 4.34 -5.34
H 0.64 4.95 -5.99
H 0.23 3.51 -5.80
O 0.01 2.22 2.79
H -0.23 1.45 3.31
H -0.55 2.18 2.02
O -5.07 1.90 -3.86
H -4.82 2.80 -3.68
H -4.66 1.39 -3.17
O -5.06 1.82 -0.24
H -5.99 2.06 -0.19
H -5.07 0.86 -0.31
*
```

=====

# 2
This record from the Open Molecules 2025 dataset describes 2 unconnected molecules or ions with the total composition C3H8O2S2 in a non-equilibrium geometry. The level of theory is wB97M-V/def2-TZVPD.

SMILES string   O=CCCSS.O
Relative energy (zero: lowest compared OMol25 entry of this formula, charge and spin)   3.002 eV
E_HOMO   -0.323 Ha
Maximum force   5.228 eV/A

Structure (ORCA input):
```
! RIJCOSX wB97M-V def2-TZVPD def2/J DEFGRID3
* xyz 0 1
O 1.72 0.64 -0.82
C 1.38 1.26 0.19
C 0.92 0.58 1.41
C 0.58 -0.88 1.11
S -1.18 -1.01 1.37
S -2.30 -0.84 -0.45
H 1.37 2.35 0.10
H 0.02 1.09 1.72
H 1.59 0.88 2.35
H 1.25 -1.54 1.73
H 0.56 -1.35 0.07
H -3.35 -1.52 -0.09
O -0.58 0.14 -3.30
H -1.06 0.86 -2.82
H -0.91 -0.64 -2.57
*
```

=====

# 3
This record from the Open Molecules 2025 dataset describes a molecular structure, C47H36CoIP3S2. The level of theory is wB97M-V/def2-TZVPD.

<S²>   3.768
E_HOMO (spin up / spin down)   -0.252 / -0.268 Ha
Maximum force   0.848 eV/A

Structure (ORCA input):
```
! RIJCOSX wB97M-V def2-TZVPD def2/J DEFGRID3
* xyz 0 4
Co 1.03 -0.03 0.41
S 2.20 3.41 1.28
P 0.36 3.13 0.56
C -0.01 1.53 0.06
P -1.49 0.70 0.03
S -1.18 -0.91 1.21
C -1.88 0.14 -1.65
C -0.92 0.20 -2.65
C -1.21 -0.27 -3.93
C -2.45 -0.82 -4.20
C -3.41 -0.90 -3.19
C -3.12 -0.42 -1.93
C -2.99 1.63 0.45
C -3.52 2.53 -0.47
C -4.67 3.24 -0.17
C -5.31 3.04 1.05
C -4.78 2.15 1.96
C -3.63 1.44 1.66
C -0.79 3.63 1.89
C -0.69 2.96 3.11
C -1.51 3.30 4.16
C -2.45 4.31 4.01
C -2.57 4.97 2.80
C -1.74 4.63 1.74
C 0.06 4.33 -0.77
C 0.44 5.67 -0.63
C 0.19 6.58 -1.64
C -0.43 6.16 -2.81
C -0.79 4.84 -2.97
C -0.54 3.93 -1.95
H 0.05 0.65 -2.44
H -0.46 -0.21 -4.70
H -2.68 -1.18 -5.19
H -4.38 -1.32 -3.40
H -3.88 -0.48 -1.15
H -3.04 2.69 -1.43
H -5.07 3.94 -0.89
H -6.21 3.59 1.28
H -5.27 2.00 2.92
H -3.21 0.74 2.38
H 0.06 2.18 3.23
H -1.42 2.78 5.11
H -3.09 4.58 4.84
H -3.31 5.75 2.68
H -1.85 5.14 0.80
H 0.94 5.98 0.27
H 0.49 7.61 -1.52
H -0.62 6.87 -3.61
H -1.25 4.50 -3.89
H -0.80 2.88 -2.08
I 3.52 0.59 0.81
C 4.77 -1.11 0.48
C 6.07 -0.67 0.50
C 7.17 -1.54 0.35
C 6.92 -2.87 0.19
C 5.60 -3.37 0.16
C 5.45 -4.76 -0.02
C 4.21 -5.33 -0.09
C 3.09 -4.49 0.02
C 3.18 -3.13 0.20
P 1.51 -2.36 0.31
C 0.67 -2.98 -1.18
C -0.71 -3.19 -1.20
C -1.34 -3.55 -2.37
C -0.62 -3.69 -3.55
C 0.75 -3.46 -3.54
C 1.39 -3.10 -2.37
C 0.82 -3.25 1.74
C 0.13 -4.46 1.63
C -0.33 -5.10 2.76
C -0.11 -4.54 4.01
C 0.58 -3.34 4.13
C 1.03 -2.69 2.99
C 4.47 -2.50 0.29
H 6.28 0.38 0.63
H 8.17 -1.15 0.37
H 7.73 -3.58 0.09
H 6.34 -5.36 -0.10
H 4.09 -6.39 -0.22
H 2.12 -4.95 -0.06
H -1.29 -3.03 -0.30
H -2.41 -3.71 -2.37
H -1.12 -3.97 -4.46
H 1.32 -3.55 -4.46
H 2.46 -2.93 -2.38
H -0.05 -4.90 0.66
H -0.87 -6.03 2.67
H -0.48 -5.04 4.90
H 0.74 -2.90 5.10
H 1.55 -1.74 3.09
*
```

=====

# 4
This record from the Open Molecules 2025 dataset describes 3 unconnected molecules or ions with the total composition C3H10O4 in a non-equilibrium geometry. The level of theory is wB97M-V/def2-TZVPD.

SMILES string   O=CCCO.O.O
Relative energy (zero: lowest compared OMol25 entry of this formula, charge and spin)   1.177 eV
E_HOMO   -0.361 Ha
Maximum force   1.487 eV/A

Structure (ORCA input):
```
! RIJCOSX wB97M-V def2-TZVPD def2/J DEFGRID3
* xyz 0 1
O 1.13 -0.98 2.65
C 0.56 -0.11 2.04
C 0.28 -0.14 0.58
C 0.73 -1.45 -0.06
O 0.37 -1.43 -1.45
H 0.24 0.81 2.55
H -0.72 0.08 0.21
H 0.89 0.70 0.21
H 1.81 -1.59 0.00
H 0.24 -2.26 0.48
H 0.83 -2.17 -1.85
O -1.29 2.55 -0.11
H -1.93 3.15 -0.51
H -1.11 1.94 -0.85
O -1.21 0.93 -2.41
H -0.74 1.04 -3.24
H -1.44 0.00 -2.32
*
```

=====

# 5
This record from the Open Molecules 2025 dataset describes a molecular structure, C20H26N4O2S in a non-equilibrium geometry. The level of theory is wB97M-V/def2-TZVPD.

Relative energy (zero: lowest compared OMol25 entry of this formula, charge and spin)   22.056 eV
E_HOMO   -0.284 Ha
Maximum force   19.583 eV/A

Structure (ORCA input):
```
! RIJCOSX wB97M-V def2-TZVPD def2/J DEFGRID3
* xyz 0 1
C -3.46 -3.16 -0.65
H -2.69 -2.36 -1.05
O -4.46 -2.60 -0.02
C -5.49 -1.96 -0.76
C -5.06 -0.68 -1.23
H -4.23 -0.63 -1.61
H -5.96 -0.16 -1.51
C -4.86 0.36 0.06
N -3.80 -0.18 0.87
C -2.49 0.30 0.95
O -2.31 1.62 0.47
C -1.57 -0.39 1.58
N -0.13 -0.23 1.17
C 0.54 -0.58 0.31
N 1.58 -0.04 -0.37
C 2.38 -0.69 -1.10
C 3.83 -1.14 -0.58
C 4.93 -0.50 -1.08
C 6.29 -0.64 -0.66
C 6.23 -1.51 0.64
C 5.05 -2.10 0.97
C 3.76 -1.71 0.64
H 2.96 -2.11 0.96
H 5.09 -2.68 2.10
H 7.22 -1.62 0.72
H 7.18 -0.31 -1.03
H 4.92 0.00 -2.04
H 1.99 -1.42 -1.58
H 2.48 -0.03 -1.97
C 2.04 1.24 0.31
C 1.01 2.48 -0.11
C 0.82 3.43 0.66
N 0.03 4.48 0.60
C -0.78 4.26 -0.52
C -0.73 3.29 -1.42
C 0.25 2.53 -1.16
H 0.30 1.51 -2.06
H -1.34 3.37 -2.03
H -1.47 5.25 -0.61
H 1.33 3.66 1.79
H 2.28 1.16 1.48
H 2.81 1.59 -0.01
S -0.04 -2.22 -0.22
H -0.12 0.82 1.35
H -1.67 -1.49 1.37
H -1.42 -0.41 2.75
H -3.79 -1.28 1.29
H -5.61 0.21 0.84
H -4.54 1.45 -0.20
H -6.57 -1.82 -0.05
H -5.77 -2.42 -1.71
H -3.82 -3.68 -1.66
H -2.77 -3.76 -0.17
*
```

=====

# 6
This record from the Open Molecules 2025 dataset describes 2 unconnected molecules or ions with the total composition C9H14 in a non-equilibrium geometry. The level of theory is wB97M-V/def2-TZVPD.

SMILES string   Cc1ccccc1.CC
Relative energy (zero: lowest compared OMol25 entry of this formula, charge and spin)   0.316 eV
E_HOMO   -0.332 Ha
Maximum force   1.325 eV/A

Structure (ORCA input):
```
! RIJCOSX wB97M-V def2-TZVPD def2/J DEFGRID3
* xyz 0 1
C -1.57 2.96 -1.45
C -0.68 1.87 -0.88
C -0.94 1.34 0.38
C 0.03 0.56 0.97
C 1.22 0.22 0.36
C 1.43 0.67 -0.93
C 0.52 1.55 -1.51
H -1.88 2.76 -2.46
H -1.00 3.89 -1.42
H -2.43 3.12 -0.79
H -1.92 1.53 0.80
H -0.13 0.08 1.93
H 2.01 -0.29 0.90
H 2.26 0.31 -1.52
H 0.70 1.92 -2.51
C -0.30 -4.27 1.09
C 0.73 -3.25 1.56
H -0.74 -3.93 0.15
H 0.08 -5.28 0.97
H -1.16 -4.28 1.77
H 1.54 -3.07 0.85
H 0.23 -2.29 1.68
H 1.18 -3.50 2.53
*
```

=====

# 7
This record from the Open Molecules 2025 dataset describes C4H4OS2 in the gas phase in a non-equilibrium geometry. The level of theory is wB97M-V/def2-TZVPD.

Relative energy (zero: lowest compared OMol25 entry of this formula, charge and spin)   6.529 eV
E_HOMO (spin up / spin down)   -0.319 / -0.323 Ha
Maximum force   2.700 eV/A

Structure (ORCA input):
```
! RIJCOSX wB97M-V def2-TZVPD def2/J DEFGRID3
* xyz 0 1
C 0.28 0.62 -0.44
C 2.53 1.74 -0.52
C -0.46 0.62 0.80
C 0.84 -0.68 -0.89
O -1.12 0.85 -0.49
S 3.32 0.58 0.17
S 2.16 -1.20 0.19
H -0.77 -0.19 1.54
H -0.26 1.52 1.42
H 0.08 -1.49 -0.71
H 1.13 -0.73 -2.04
*
```

=====

# 8
This record from the Open Molecules 2025 dataset describes C20H22N2O5 in the gas phase in a non-equilibrium geometry. The level of theory is wB97M-V/def2-TZVPD.

SMILES string   COc1ccc2c(c1)N(CCCCCC(=O)NO)C(=O)c1ccccc1O2
Relative energy (zero: lowest compared OMol25 entry of this formula, charge and spin)   5.322 eV
E_HOMO   -0.307 Ha
Maximum force   2.413 eV/A

Structure (ORCA input):
```
! RIJCOSX wB97M-V def2-TZVPD def2/J DEFGRID3
* xyz 0 1
C -1.76 -4.84 0.99
O -2.06 -4.14 2.19
C -2.02 -2.74 2.13
C -2.65 -2.02 3.14
C -2.66 -0.60 3.15
C -2.03 0.18 2.16
C -1.34 -0.56 1.18
C -1.37 -1.99 1.13
N -0.62 0.11 0.23
C 0.78 -0.20 -0.02
C 1.62 1.05 0.31
C 3.11 0.81 -0.08
C 3.23 0.99 -1.59
C 4.62 0.63 -2.14
C 4.79 -0.90 -2.28
O 5.57 -1.58 -1.62
N 4.00 -1.60 -3.19
O 3.78 -3.05 -3.08
C -1.25 1.05 -0.61
O -0.86 1.11 -1.76
C -2.21 2.10 -0.13
C -2.83 2.92 -1.11
C -3.76 3.89 -0.78
C -4.13 4.04 0.55
C -3.48 3.28 1.56
C -2.57 2.26 1.22
O -2.03 1.56 2.24
H -0.69 -4.93 0.90
H -2.12 -5.88 1.13
H -2.21 -4.36 0.11
H -3.09 -2.57 3.99
H -3.18 -0.07 3.92
H -0.87 -2.47 0.29
H 1.17 -0.99 0.64
H 0.91 -0.57 -1.03
H 1.27 1.93 -0.25
H 1.51 1.30 1.36
H 3.74 1.58 0.40
H 3.42 -0.22 0.19
H 3.02 2.03 -1.78
H 2.51 0.43 -2.18
H 5.41 1.03 -1.55
H 4.80 1.07 -3.17
H 3.43 -1.02 -3.79
H 4.53 -3.47 -2.61
H -2.56 2.85 -2.17
H -4.24 4.49 -1.58
H -4.91 4.74 0.75
H -3.72 3.35 2.62
*
```